No. 1
The following is a quantum chemistry calculation of 2 unconnected molecules or ions with the total composition C26H32O6, from the Open Molecules 2025 dataset.

The calculation puts the total energy at -1461.25788 Ha.

Geometry (Å):
O1 -5.35010 -3.07559 -1.77700
O2 -1.02328 0.46097 1.78602
O3 0.68987 1.93631 1.49694
O4 3.15559 1.14689 2.00335
O5 3.33593 -1.09034 2.36861
O6 1.96596 4.19562 -2.53556
C1 -1.81612 1.62649 1.79835
C2 1.22549 -0.30900 1.86419
C3 1.39360 2.92993 -2.42941
C4 1.03815 5.24841 -2.67470
C5 -4.12304 -2.42659 -1.75512
C6 2.63506 -0.11986 2.08145
C7 0.64575 -1.68614 2.01300
C8 0.33680 0.32680 -2.06092
C9 4.52149 1.13469 2.33416
C10 1.70317 0.61041 -1.82805
C11 5.15936 2.49295 2.13139
C12 -1.74109 -2.84514 -1.95906
C13 -1.48243 -1.45621 -1.82442
C14 0.31169 0.78394 1.68577
C15 0.05251 2.63858 -2.73526
C16 2.20920 1.86909 -2.00011
C17 -1.60118 2.44320 3.05711
C18 -2.59126 -0.59712 -1.60663
C19 0.55875 -2.05612 3.48895
C20 -3.87735 -1.06356 -1.58132
C21 1.43688 -2.73629 1.23290
C22 -3.03138 -3.30429 -1.93176
C23 -0.14240 -0.99304 -1.87389
C24 -3.58369 -4.68196 -2.07363
C25 -0.46024 1.38439 -2.56085
C26 -5.10898 -4.46851 -1.99084
H1 2.45631 -2.79104 1.61584
H2 -2.18040 3.36774 3.06104
H3 -2.86376 1.31408 1.69981
H4 -3.20436 -5.32806 -1.27473
H5 -4.70880 -0.40319 -1.41468
H6 -5.62574 -4.75541 -2.91851
H7 0.58205 5.21508 -3.66498
H8 -0.05187 -1.34249 4.04216
H9 -0.92909 -3.53561 -2.11474
H10 2.34600 -0.18311 -1.48970
H11 0.13044 -3.04836 3.62852
H12 0.27147 5.16762 -1.90215
H13 -5.56895 -5.00795 -1.15170
H14 -0.57716 3.41135 -3.13996
H15 6.21123 2.50848 2.42267
H16 0.99175 -3.72706 1.32547
H17 -1.46277 1.18654 -2.89185
H18 -2.41742 0.44440 -1.41207
H19 4.63274 3.25123 2.71203
H20 -0.54600 2.70074 3.16076
H21 0.61379 -1.75158 -1.76749
H22 1.55655 -2.05269 3.92969
H23 1.50035 -2.49184 0.17357
H24 3.24689 2.07696 -1.79951
H25 1.56077 6.19920 -2.55664
H26 -3.27382 -5.11713 -3.03004
H27 5.09142 2.79682 1.08593
H28 4.59378 0.79828 3.37825
H29 -0.37748 -1.64807 1.59535
H30 4.99964 0.36026 1.71787
H31 -1.56928 2.19643 0.89208
H32 -1.87096 1.86944 3.94405

Atoms 1-3, force components in eV/Å:
1.8 1.8 0.2
-0.1 0.0 0.0
-0.8 0.4 -0.5

***

No. 2
The following is a quantum chemistry calculation of a molecular structure, C26H33KN6S4Si2, from the Open Molecules 2025 dataset.

As for the total charge: -2. The calculation puts the total energy at -4110.95461 Ha.

Geometry (Å):
K1 0.59774 -1.35589 0.05188
S1 0.90063 6.53306 1.02769
S2 -1.87287 -2.96710 -1.67881
S3 -4.67129 -3.06262 -0.58458
S4 -7.51025 -2.12447 -0.69724
Si1 -0.07628 -1.27547 3.50330
Si2 4.17639 -1.27211 -0.90884
N1 -4.04566 -1.64779 -2.60748
N2 0.68100 6.25756 -1.55515
N3 0.59346 1.36416 -0.41252
N4 1.23799 -1.31871 2.47450
N5 -5.41167 -1.50794 -2.35835
N6 3.21011 -1.36779 0.44090
C1 -7.37699 -0.86478 -3.69282
C2 3.03204 -1.09147 4.13100
C3 -5.95279 -2.18669 -1.32527
C4 4.38036 -0.96953 4.49317
C5 5.33722 -0.97998 3.50084
C6 0.65031 2.03552 0.73472
C7 3.05064 -1.36046 -2.43513
C8 -0.27913 0.30252 4.54888
C9 5.44997 -2.65652 -1.15981
C10 0.71133 3.42244 0.79589
C11 0.75971 5.65182 -0.34805
C12 -5.36318 0.45172 -3.76315
C13 0.70343 3.44162 -1.57995
C14 0.63124 2.05861 -1.54389
C15 -0.22608 -2.72588 4.71335
C16 5.14925 0.34356 -1.14970
C17 -6.07628 -0.63473 -3.26440
C18 -3.49479 -2.47208 -1.75961
C19 4.92593 -1.11533 2.16885
C20 2.57648 -1.21986 2.81065
C21 -1.65225 -1.33625 2.45123
C22 -7.26542 1.10146 -5.08971
C23 -7.96281 0.00677 -4.60080
C24 0.72766 4.14967 -0.38170
C25 -5.95932 1.31454 -4.66788
C26 3.58836 -1.23719 1.76212
H1 0.25407 5.77089 -2.32513
H2 3.62722 -1.37742 -3.36595
H3 -1.73090 -2.26372 1.87553
H4 2.28589 -1.09237 4.92119
H5 4.45622 1.19140 -1.12780
H6 6.18689 -2.66317 -0.35237
H7 -7.72996 1.77596 -5.79832
H8 0.53911 7.25472 -1.52056
H9 -2.54509 -1.26625 3.08038
H10 0.66614 1.43113 1.63858
H11 -1.16358 -2.70629 5.28023
H12 -5.39568 2.15887 -5.04534
H13 -4.34206 0.59337 -3.44130
H14 4.65968 -0.87100 5.53766
H15 -1.69424 -0.49884 1.74497
H16 2.42261 -2.25618 -2.41813
H17 5.87644 0.49812 -0.34867
H18 0.60391 1.48716 -2.46489
H19 4.94554 -3.62717 -1.15125
H20 -7.92361 -1.71189 -3.31119
H21 0.59579 0.48691 5.17663
H22 -0.39578 1.16890 3.88813
H23 5.98491 -2.55518 -2.11119
H24 0.74307 3.93049 1.74927
H25 5.68796 -1.13297 1.39369
H26 -1.16389 0.25760 5.19357
H27 0.60488 -2.73753 5.42355
H28 -8.97813 -0.18094 -4.92842
H29 -0.18761 -3.66029 4.14616
H30 6.39206 -0.88819 3.74134
H31 0.76989 3.92343 -2.54558
H32 5.68279 0.36189 -2.10707
H33 2.39129 -0.48584 -2.47181

Atoms 1-3, force components in eV/Å:
-0.2 -0.4 -0.5
0.1 0.1 0.1
0.0 0.0 -0.1

***

No. 3
The following is a quantum chemistry calculation of a single C26H33N3O6S molecule, from the Open Molecules 2025 dataset.

The calculation puts the total energy at -2024.51253 Ha.

Geometry (Å):
S1 -1.43133 -2.13279 0.11687
O1 1.18949 -0.38212 2.39391
O2 2.66019 2.25488 -0.99799
O3 6.40601 0.90148 1.58149
O4 -2.22606 -1.34830 -0.78567
O5 -1.73317 -3.52074 0.28432
O6 -3.73550 2.29784 -0.06618
N1 -1.55438 -1.41261 1.60160
N2 1.63781 1.13575 0.72986
N3 5.02623 0.54618 -0.14897
C1 -4.40092 2.22323 -1.31479
C2 0.27898 -1.97960 -0.38466
C3 0.56679 -1.24658 -1.51730
C4 -0.57434 1.70217 1.54814
C5 1.88390 -1.07222 -1.90019
C6 3.98087 1.10064 0.69815
C7 -5.45792 -0.76691 -0.00523
C8 3.48056 0.14463 1.78278
C9 2.91493 -1.64000 -1.15692
C10 7.40720 -0.02966 -0.37602
C11 4.34261 -1.40509 -1.56245
C12 0.28414 1.49452 0.47164
C13 -5.54976 0.05354 1.27872
C14 -5.09269 -0.76261 2.48211
C15 -1.90701 1.97038 1.32336
C16 4.75523 0.08066 -1.49014
C17 -1.53739 1.88451 -1.04724
C18 -5.76981 0.02240 -1.28062
C19 1.27854 -2.59784 0.33676
C20 6.25734 0.50615 0.44221
C21 2.59646 -2.42992 -0.05667
C22 1.98002 0.23231 1.72527
C23 -2.41715 2.03980 0.02191
C24 -4.58025 0.80148 -1.85823
C25 -0.19926 1.62111 -0.82179
C26 2.72024 1.57736 -0.00551
H1 -0.93237 -1.79250 2.29606
H2 7.62749 0.64404 -1.20178
H3 3.79384 -0.88217 1.59656
H4 8.27878 -0.07901 0.27126
H5 -3.67113 0.22318 -1.68355
H6 4.47141 -1.73064 -2.59721
H7 -0.25455 -0.83174 -2.07794
H8 3.97259 0.70318 -1.92439
H9 -0.20142 1.64746 2.55865
H10 5.65365 0.22631 -2.09071
H11 -6.16176 -1.59991 0.06979
H12 -4.92891 0.94307 1.19230
H13 -6.08484 -0.69270 -2.04365
H14 1.02353 -3.20624 1.18964
H15 -2.58378 2.12538 2.14837
H16 -4.06654 -1.09636 2.34065
H17 4.42405 1.98944 1.17489
H18 -5.14600 -0.16982 3.39345
H19 5.00960 -1.99901 -0.93542
H20 -4.72051 0.89470 -2.93777
H21 -5.72214 -1.64135 2.60867
H22 -4.45708 -1.19189 -0.09199
H23 -1.88482 1.95728 -2.06449
H24 7.19716 -1.01967 -0.77024
H25 -3.87463 2.84700 -2.04865
H26 -6.60911 0.70020 -1.10349
H27 -5.37621 2.67904 -1.12087
H28 -1.48501 -0.40670 1.55471
H29 3.38389 -2.92662 0.49293
H30 0.47197 1.52656 -1.65820
H31 -6.58295 0.38094 1.42830
H32 2.11613 -0.49835 -2.78536
H33 3.83903 0.41292 2.77694

Atoms 1-3, force components in eV/Å:
-0.2 0.1 0.5
0.0 0.1 0.2
0.0 0.1 -0.1

***

No. 4
The following is a quantum chemistry calculation of a molecular structure, C26H33N3O6S2, from the Open Molecules 2025 dataset.

The calculation puts the total energy at -2421.76928 Ha.

Geometry (Å):
S1 -2.90782 4.40666 -1.84779
S2 1.32424 0.35471 -1.80469
O1 -0.04370 -1.80189 -0.38957
O2 0.64713 -2.28931 4.47559
O3 1.72244 0.35174 -0.30476
O4 -2.78901 -0.32926 -0.59452
O5 2.17098 -2.48167 -0.57876
O6 1.68401 -0.81356 -2.49894
N1 -0.15984 0.57995 -1.63759
N2 0.05270 -2.12655 2.21326
N3 -2.00678 0.05154 1.62644
C1 -1.55379 -1.44774 3.90504
C2 -2.92357 -1.86196 3.06136
C3 2.63313 5.49818 -4.56394
C4 -1.22326 4.79047 -2.86534
C5 2.40350 3.00431 -1.75629
C6 1.23966 -2.31304 0.21646
C7 2.24547 4.30972 -3.75474
C8 -2.35694 2.78872 -1.41807
C9 0.02860 -6.45657 1.17429
C10 -1.24980 2.74541 -0.26669
C11 -1.26176 0.69900 2.64289
C12 0.96236 -2.71761 1.61198
C13 1.09692 -7.15027 1.73336
C14 2.30137 -4.88862 1.99787
C15 -0.00643 -5.17436 1.15048
C16 1.65442 1.79993 -2.57588
C17 2.26281 -6.47947 1.97077
C18 -0.82651 1.07602 -0.19734
C19 -3.15793 -0.62038 2.23573
C20 -0.10969 -1.98502 3.41927
C21 1.49124 2.03017 -3.78273
C22 1.67812 3.00940 -4.51887
C23 -1.23491 -0.01998 3.93696
C24 1.12216 -4.29417 1.41906
C25 2.50206 4.11741 -2.34440
C26 -1.86688 0.14961 0.19501
H1 2.73389 2.64057 -0.86734
H2 -1.80502 -1.76979 5.03675
H3 -2.96259 2.36166 -0.87848
H4 2.92497 4.94000 -1.85921
H5 -0.85804 -1.88723 1.49141
H6 3.11520 -6.95220 2.43376
H7 -3.74553 -0.79034 1.29202
H8 -1.30472 1.79072 2.65725
H9 0.08284 1.08736 0.52996
H10 -0.78641 -4.56715 0.80759
H11 2.68305 6.24218 -3.81426
H12 2.16337 -2.16456 -1.46796
H13 -2.13431 0.62412 4.59416
H14 -1.34354 5.64597 -3.26049
H15 3.54737 5.51380 -5.10010
H16 -2.01910 2.37715 -2.37360
H17 -0.37839 4.64561 -2.38350
H18 0.05874 0.38217 2.37849
H19 1.66634 5.60204 -5.44524
H20 -0.84740 -0.07638 -1.76374
H21 2.10340 -2.40468 2.34395
H22 -3.70738 -2.02016 3.76600
H23 -0.67429 0.20763 4.53805
H24 1.20572 -8.40558 1.56937
H25 -0.43818 3.11391 -0.77253
H26 -3.85477 0.02295 2.68352
H27 0.85577 1.13662 -4.39973
H28 1.52509 3.40562 -5.52593
H29 -0.74792 -6.98873 0.78804
H30 -1.30995 3.99362 -3.71314
H31 -1.67113 2.92385 0.45358
H32 -2.67533 -2.65018 2.54438
H33 3.05354 -4.49208 2.43204

Atoms 1-3, force components in eV/Å:
2.3 1.5 -0.9
2.2 -0.4 8.9
5.9 -2.9 3.5